Below is a molecular structure, C47H42Cl4N11O7S2Y in a non-equilibrium geometry, with properties calculated with ωB97M-V with the def2-TZVPD basis set.

Properties
LUMO level = -0.55 eV
F_max = 0.069 hartree/bohr
E = -152949.411 eV
Frontier orbital gap = 5.391 eV
HOMO level = -5.94 eV
Energy above the lowest of the compared OMol25 structures with the same formula, charge and spin = 45.98 kcal/mol

CARTESIAN COORDINATES (ANGSTROEM)
Y 0.90075 0.50585 -0.72462
C -3.57360 4.55591 -3.32108
N -2.68209 5.47755 -2.67561
C -2.46195 6.83703 -3.01458
C -1.79140 7.41663 -1.97913
N -1.63348 6.49305 -0.96072
C -2.18842 5.26738 -1.35091
S -2.03369 3.78818 -0.59163
C -1.29490 6.88917 0.36987
C -0.16016 7.79370 0.51292
C 0.25905 8.24347 1.72379
C -0.51593 7.76611 2.81343
C -1.59344 6.92452 2.59137
N -2.02319 6.48687 1.37470
H -4.56687 4.53773 -2.89913
H -3.14653 3.53436 -3.26440
H -3.64646 4.91568 -4.35476
H -2.88726 7.35469 -3.89957
H -1.45900 8.42893 -1.83025
H 0.26909 8.05707 -0.44050
H 1.00278 9.01131 1.76566
H -0.38093 8.16075 3.83427
H -2.08912 6.48037 3.42294
Cl 5.89426 1.46880 4.26952
C 4.97767 1.61222 2.83270
C 5.09630 2.73418 2.01096
Cl 6.57195 3.59801 1.84785
C 4.12751 3.06526 1.07199
Cl 4.11372 4.52319 0.21851
C 3.09445 2.11832 0.81088
O 2.00631 2.31245 0.07938
C 3.14341 0.79549 1.49674
O 2.36923 -0.07630 0.92607
C 4.12924 0.56436 2.53128
Cl 4.05725 -0.86514 3.46077
C 2.03683 -6.51409 2.02574
N 1.68288 -5.20726 1.46217
C 0.53039 -4.83943 0.83009
N 0.55913 -3.54467 0.62456
C 1.83054 -3.18369 0.95857
N 2.57267 -4.13934 1.47474
C 0.78083 -7.24665 2.38801
C 0.85559 -8.62683 2.22137
C -0.29265 -9.41058 2.35096
C -1.45583 -8.84982 2.77906
C -1.53508 -7.45955 2.99475
C -0.40707 -6.66310 2.84404
C -2.73227 -6.66452 3.12710
N -3.94393 -7.13856 3.12441
N -4.82017 -6.08639 3.05681
C -4.10083 -4.97471 3.13486
O -2.76911 -5.27430 3.22451
C -4.42540 -3.60190 2.87601
C -5.62156 -3.13518 2.36643
C -5.83315 -1.73863 2.23521
C -4.93143 -0.85391 2.85738
C -3.70869 -1.30673 3.36712
C -2.65805 -0.37757 3.87308
N -1.96238 0.38317 2.84815
C -1.61319 0.07912 1.54737
N -0.68109 0.96320 1.09601
C -0.56449 1.83462 2.13095
N -1.28530 1.52300 3.16320
C -3.47472 -2.65971 3.27554
H 2.77596 -6.41249 2.83733
H 2.58301 -7.06190 1.25639
H -0.23678 -5.56961 0.57157
H 2.20803 -2.16441 0.72929
H 1.81220 -9.11292 2.00198
H -0.19146 -10.47740 2.15126
H -2.37532 -9.40336 2.87184
H -0.42900 -5.58583 3.15924
H -6.37500 -3.91440 2.15041
H -6.68203 -1.37722 1.66449
H -5.26655 0.14318 2.97032
H -1.89871 -0.93054 4.42966
H -3.05703 0.38501 4.60096
H -2.08649 -0.65255 0.88380
H 0.02720 2.72254 2.06485
H -2.53931 -3.12507 3.46014
C -1.41969 -3.09471 -2.38267
C -0.84278 -1.63758 -2.16055
C -1.82116 -0.62177 -2.72708
O -0.77183 -1.33947 -0.71131
C 0.52205 -1.50540 -2.88845
O 0.65602 -1.78300 -4.06334
O 1.47687 -1.00612 -2.16340
H -2.37462 -3.19437 -1.81127
H -0.59040 -3.77522 -2.21061
H -1.59438 -3.13463 -3.46697
H -2.81389 -0.71507 -2.25029
H -2.01498 -0.75596 -3.88475
H -1.62369 0.41621 -2.45662
H -0.38855 -2.17577 -0.33685
C 6.91634 1.43570 -4.33304
C 5.43874 1.69889 -4.24015
C 4.95618 2.83557 -3.57495
C 3.60476 2.95615 -3.31029
C 2.68836 2.03241 -3.80918
C 3.13270 0.81347 -4.34596
C 4.51657 0.67344 -4.60598
S 1.03694 2.60711 -3.52687
C 0.27701 1.80866 -4.95052
O 0.45257 1.73778 -2.34772
H 7.31991 0.96732 -5.24434
H 7.11798 0.66369 -3.57131
H 7.47022 2.38483 -4.03612
H 5.55796 3.61794 -3.12601
H 3.32344 3.74479 -2.64078
H 2.36201 0.07156 -4.65741
H 4.92454 -0.23588 -5.07176
H -0.10457 0.84055 -4.71208
H 0.97238 1.71398 -5.82850
H -0.54877 2.42873 -5.27328

Forces on the atoms, in the same order (eV/Å):
Y 1.2230 0.2954 3.1964
C 0.6660 -0.3572 -0.9330
N 0.8012 1.5249 2.5955
C -0.0502 0.1712 0.4547
C -0.7253 -0.1714 -0.8751
N -0.9381 -0.9218 -0.1934
C 0.4662 0.0263 -1.2521
S -0.3923 0.4843 -0.2199
C 1.6989 1.1894 0.4271
C -1.4950 -1.6151 -1.6917
C -1.8181 -0.4462 0.4352
C 0.0323 0.7644 0.3236
C 0.6624 -0.2299 -0.8259
N 0.6249 0.1668 0.4402
H -0.2662 0.0922 0.3879
H -0.2385 0.6006 -0.1384
H -0.0630 -0.4565 0.0888
H 0.5405 -0.8397 0.7081
H -0.1368 0.0267 -0.1988
H 0.5452 0.2544 0.1214
H 0.4817 0.0357 0.4080
H 0.2183 -0.4895 -0.5971
H -0.5828 0.0509 0.5208
Cl 0.8897 0.1776 0.3334
C 0.5525 0.2681 -0.2631
C 0.0262 -0.0754 -0.0550
Cl 0.6458 0.4043 0.8087
C -1.9307 -2.5573 -0.0104
Cl 0.0634 0.9035 -0.6385
C -0.0280 -0.5027 1.8307
O 0.7968 -0.1999 -0.6681
C 1.9619 1.5585 -0.9251
O -1.0505 -0.9810 0.0790
C -2.6366 1.0122 -1.8611
Cl -0.1100 -0.4788 0.0770
C 0.3691 0.8285 -0.4479
N 0.3876 0.5868 -0.5158
C 0.9405 -0.5162 1.2405
N -0.0522 0.1021 -1.3304
C 0.6489 1.0733 -0.1640
N -1.5357 -0.7249 0.0848
C 0.4623 -0.9199 0.4125
C -0.4879 -0.0591 -0.1104
C 1.3123 -0.5572 0.3566
C -1.6370 1.0712 -0.1224
C 1.3473 0.9751 -0.2478
C 1.2047 0.3842 0.4700
C -2.7541 0.1237 1.1626
N 0.5450 0.1834 -0.5348
N 0.5189 1.8998 0.4796
C -0.0150 -3.2041 -0.9741
O 0.4191 -1.2815 -0.4987
C -0.3674 1.7845 0.7826
C -0.7876 -0.1842 -0.2412
C 0.7636 -0.9600 0.6719
C -0.6909 -1.2908 -0.5567
C -0.5749 -0.1094 -0.8674
C 0.0342 0.9448 1.3426
N 1.3858 0.7406 -3.1854
C 0.2322 0.7042 0.5331
N -2.0941 -1.2913 0.5692
C -0.1186 -0.4091 -0.2422
N -0.4431 -0.0725 1.4990
C 0.1822 -0.5165 -0.2269
H -0.5817 0.4454 -0.0580
H -0.1475 -0.1764 -0.0294
H 0.1170 0.5842 0.2230
H -0.1618 -0.8322 0.6772
H -0.3873 0.3121 -0.2404
H -0.3057 0.2302 0.1612
H -0.0666 -0.2611 -0.0241
H -0.0572 -1.1861 -0.7538
H 0.2640 0.8372 -0.3310
H -0.1036 0.0492 0.4824
H 0.1736 1.1233 -0.1531
H -0.0429 -0.0861 -0.0442
H 0.2123 -0.7157 -0.8418
H 0.3826 0.0809 0.8068
H 0.3301 0.1855 0.0994
H 1.0163 0.3775 0.7214
C 0.3916 1.9386 -0.4650
C -1.3467 -0.9076 -0.1882
C -1.6887 0.0835 -1.5448
O 0.7603 -0.8044 -1.5549
C 1.0704 0.6187 0.7373
O -0.7158 -0.2902 -0.3993
O -0.3082 -0.5688 -0.1634
H 1.0113 -0.3205 -0.3400
H -0.4299 -0.5111 0.5700
H -0.2384 -0.1780 0.3394
H 0.2680 -0.6035 -0.1538
H 0.7467 0.3728 2.3472
H 0.6716 0.1014 -0.4573
H 0.0232 0.2222 0.5033
C 0.7258 0.5801 0.8595
C -0.6819 -0.5777 -0.0012
C -0.1878 -0.6272 0.1609
C 0.3923 -0.2716 -0.4334
C 0.7186 0.3791 0.9602
C -0.1032 0.1894 -1.1613
C -0.4280 0.5837 0.4378
S -0.4471 -2.4616 0.8939
C 0.3796 0.7547 -1.5676
O 0.0643 2.0641 -2.5953
H -0.4632 0.6200 -0.0272
H 0.1391 0.4142 0.0235
H -0.4264 -1.3717 -0.5907
H 0.5176 -0.3026 -0.2898
H -0.5048 0.4882 -0.0443
H 0.9700 0.3191 0.3203
H -0.4146 0.4035 0.2943
H -0.0068 -0.7160 0.5215
H -0.4577 0.2486 1.0597
H -0.2724 0.1720 0.0245